1.
C27H29N2O2 | wB97M-V/def2-TZVPD

Values from the calculation:
Electronic energy in hartree: -1306.0124
Lowest unoccupied orbital energy in eV: -3.0
Kohn-Sham gap in eV: 7.476
Energy above the lowest of the compared OMol25 structures with the same formula, charge and spin in kcal per mole: 0.0

```
! wB97M-V def2-TZVPD RIJCOSX def2/J DEFGRID3
* xyz 1 1
C -5.600 4.343 -1.788
O -4.481 4.244 -0.875
C -3.557 3.250 -0.905
C -2.649 3.263 0.192
C -1.734 2.221 0.349
C -1.755 1.145 -0.557
C -1.068 -0.134 -0.147
C -1.517 -1.454 -0.916
C -0.733 -2.625 -1.018
C -1.328 -3.833 -1.412
C -2.690 -3.888 -1.804
O -3.159 -5.136 -2.087
C -2.034 -6.061 -1.917
C -0.833 -5.239 -1.419
C -3.463 -2.730 -1.782
C -2.871 -1.569 -1.324
C -2.491 1.250 -1.733
C -3.477 2.229 -1.876
H -6.093 5.252 -1.435
H -5.271 4.477 -2.827
H -6.283 3.487 -1.696
H -2.719 4.055 0.916
H -1.017 2.283 1.160
H -1.566 -0.336 0.806
H 0.342 -2.629 -0.832
H -2.336 -6.840 -1.204
H -1.823 -6.539 -2.883
H 0.039 -5.345 -2.067
H -0.548 -5.558 -0.412
H -4.502 -2.760 -2.098
H -3.503 -0.693 -1.340
H -2.343 0.497 -2.502
H -4.165 2.153 -2.718
C 4.170 3.181 1.086
C 3.086 2.799 0.027
C 2.268 1.570 0.341
C 2.857 0.636 1.226
N 4.048 0.866 1.861
C 4.930 1.966 1.566
C 4.720 -0.095 2.702
C 3.747 -1.039 3.377
C 2.754 -1.607 2.364
C 2.149 -0.574 1.479
C 0.932 -0.825 0.912
N 0.306 0.106 0.136
C 1.003 1.268 -0.185
H 4.887 3.885 0.640
H 3.714 3.687 1.949
H 2.442 3.675 -0.133
H 3.649 2.634 -0.911
H 5.707 1.678 0.829
H 5.482 2.220 2.483
H 5.464 -0.657 2.105
H 5.289 0.465 3.462
H 4.309 -1.855 3.836
H 3.227 -0.491 4.175
H 3.277 -2.339 1.728
H 1.943 -2.121 2.888
H 0.359 -1.737 1.108
H 0.511 1.923 -0.898
*
```

---

2.
C27H29N4NiO2Se3Te | wB97M-V/def2-TZVPD

Values from the calculation:
Electronic energy in hartree: -10396.5042
Lowest unoccupied orbital energy (alpha / beta) in eV: 2.0 / 1.4
Kohn-Sham gap (alpha / beta) in eV: 5.409 / 4.649

```
! wB97M-V def2-TZVPD RIJCOSX def2/J DEFGRID3
* xyz -1 3
Ni -0.681 -0.290 -0.395
Se -2.444 1.983 2.090
Se -3.395 3.793 1.183
Te -4.875 3.185 -0.801
Se -3.852 1.414 -2.105
O 2.797 -1.567 5.444
C 3.263 -0.544 4.593
C 2.400 -0.440 3.361
C 2.812 0.328 2.261
C 2.006 0.393 1.144
N 0.844 -0.249 1.029
C 0.412 -0.954 2.113
C 1.179 -1.065 3.278
C -0.908 -1.522 2.004
C -1.398 -2.508 2.866
C -2.715 -2.904 2.792
C -3.257 -3.929 3.752
O -3.389 -3.421 5.070
C -3.537 -2.263 1.853
C -2.981 -1.348 0.986
N -1.695 -0.996 1.022
H 3.278 -1.525 6.278
H 4.304 -0.748 4.294
H 3.249 0.426 5.115
H 3.756 0.851 2.287
H 2.329 0.977 0.293
H 0.815 -1.632 4.117
H -0.744 -2.960 3.595
H -2.564 -4.770 3.838
H -4.229 -4.298 3.390
H -3.785 -2.545 5.009
H -4.594 -2.478 1.814
H -3.596 -0.847 0.247
C 2.992 -0.536 -4.250
C 2.798 -0.422 -2.740
C 2.582 1.000 -2.292
C 3.651 1.886 -2.249
C 3.505 3.161 -1.730
C 2.277 3.559 -1.229
C 1.184 2.711 -1.276
C -0.138 3.146 -0.730
C -0.919 3.933 -1.778
C 1.323 1.436 -1.844
N 0.221 0.581 -1.894
C -0.322 0.271 -3.040
C -1.359 -0.671 -3.058
C -2.186 -1.208 -4.060
C -2.992 -2.139 -3.429
C -2.637 -2.132 -2.076
N -1.660 -1.258 -1.846
H 3.158 -1.571 -4.538
H 3.849 0.053 -4.570
H 2.113 -0.169 -4.775
H 3.687 -0.814 -2.235
H 1.950 -1.040 -2.438
H 4.616 1.576 -2.629
H 4.351 3.835 -1.698
H 2.154 4.546 -0.804
H 0.025 3.772 0.152
H -0.713 2.260 -0.420
H -0.339 4.793 -2.110
H -1.863 4.286 -1.368
H -1.143 3.309 -2.640
H 0.028 0.743 -3.959
H -2.195 -0.931 -5.098
H -3.748 -2.765 -3.869
H -3.057 -2.753 -1.299
*
```

---

3.
C27H29N7O3 | wB97M-V/def2-TZVPD

Values from the calculation:
Electronic energy in hartree: -1655.2967
Lowest unoccupied orbital energy in eV: 0.6
Kohn-Sham gap in eV: 8.891
Energy above the lowest of the compared OMol25 structures with the same formula, charge and spin in kcal per mole: 2.2

```
! wB97M-V def2-TZVPD RIJCOSX def2/J DEFGRID3
* xyz 0 1
C 3.311 -4.634 2.187
C 2.845 -3.491 1.340
C 1.972 -2.540 1.857
C 1.559 -1.462 1.096
C 2.019 -1.330 -0.207
C 2.887 -2.274 -0.740
C 3.293 -3.346 0.033
H 3.971 -4.075 -0.385
H 3.242 -2.163 -1.754
N 1.640 -0.196 -0.983
C 0.494 -0.107 -1.674
O 0.126 0.914 -2.230
C -0.376 -1.369 -1.717
N -1.503 -1.139 -0.866
N -1.399 -0.720 0.370
N -2.589 -0.579 0.830
C -3.431 -0.923 -0.171
N -2.748 -1.282 -1.257
C -4.853 -0.884 -0.041
C -5.620 -0.497 1.030
C -6.959 -0.648 0.620
C -6.921 -1.114 -0.666
O -5.646 -1.259 -1.070
C -8.008 -1.461 -1.618
H -7.929 -2.505 -1.918
H -7.933 -0.850 -2.516
H -8.973 -1.294 -1.151
H -7.836 -0.440 1.198
H -5.252 -0.154 1.975
H -0.761 -1.509 -2.730
H 0.174 -2.253 -1.385
C 2.502 0.993 -0.906
C 3.957 0.617 -0.912
C 4.701 0.776 -2.077
C 6.033 0.395 -2.076
N 6.644 -0.109 -1.018
C 5.942 -0.243 0.093
C 4.601 0.094 0.204
H 4.082 -0.028 1.139
H 6.480 -0.650 0.939
H 6.642 0.496 -2.965
H 4.249 1.183 -2.969
H 2.278 1.584 -1.802
C 2.074 1.826 0.333
O 2.720 1.896 1.355
N 0.905 2.444 0.123
H 0.410 2.290 -0.747
C 0.202 3.198 1.142
H 0.905 3.314 1.970
C -1.081 2.469 1.561
C -2.103 2.934 0.530
H -3.128 2.736 0.840
C -1.804 4.427 0.401
H -2.141 4.835 -0.551
H -2.312 4.970 1.199
C -0.279 4.546 0.571
H -0.021 5.364 1.242
H 0.211 4.734 -0.384
H -1.934 2.429 -0.423
H -0.956 1.388 1.577
H -1.379 2.800 2.556
H 0.881 -0.728 1.502
H 1.614 -2.640 2.871
H 4.153 -4.317 2.803
H 3.638 -5.469 1.572
H 2.519 -4.972 2.852
*
```

---

4.
C27H29N7O6SbTi | wB97M-V/def2-TZVPD

Values from the calculation:
Electronic energy in hartree: -2970.1775
Lowest unoccupied orbital energy (alpha / beta) in eV: -6.2 / -6.0
Kohn-Sham gap (alpha / beta) in eV: 8.345 / 9.183
Energy above the lowest of the compared OMol25 structures with the same formula, charge and spin in kcal per mole: 4.0

```
! wB97M-V def2-TZVPD RIJCOSX def2/J DEFGRID3
* xyz 2 2
Ti 0.608 -0.443 0.622
C 0.261 2.628 2.320
C -0.977 1.774 2.330
C -2.058 2.239 3.071
C -3.266 1.579 3.033
C -3.378 0.464 2.216
C -2.271 0.022 1.516
N -1.068 0.639 1.594
Sb -2.715 -1.673 0.269
C -1.448 -1.351 -1.441
C -2.119 -1.560 -2.632
C -1.429 -1.459 -3.832
C -0.092 -1.138 -3.784
C 0.541 -0.922 -2.563
C 2.001 -0.562 -2.619
N -0.129 -1.040 -1.392
C -1.371 -3.020 1.279
C -1.980 -4.224 1.582
C -1.282 -5.195 2.286
C 0.002 -4.898 2.666
C 0.575 -3.669 2.335
C 1.988 -3.497 2.838
N -0.090 -2.723 1.635
H 0.434 3.054 3.307
H 1.158 2.129 1.976
H 0.099 3.471 1.642
H -1.936 3.138 3.660
H -4.113 1.938 3.603
H -4.327 -0.046 2.114
H -3.177 -1.790 -2.626
H -1.930 -1.622 -4.777
H 0.487 -1.041 -4.692
H 2.171 0.124 -3.448
H 2.372 -0.087 -1.720
H 2.597 -1.452 -2.839
H -3.001 -4.404 1.273
H -1.736 -6.145 2.533
H 0.593 -5.610 3.227
H 1.989 -3.527 3.930
H 2.600 -4.338 2.509
H 2.496 -2.592 2.537
N 2.474 -1.612 0.305
C 3.626 -0.995 1.026
C 3.172 -0.033 2.143
N 1.749 -0.247 2.524
H 2.290 -2.542 0.668
H 2.736 -1.762 -0.663
H 4.209 -0.429 0.303
H 4.278 -1.774 1.419
H 3.244 0.992 1.782
H 3.828 -0.128 3.008
H 1.449 0.536 3.098
H 1.643 -1.058 3.125
O 2.535 2.809 -0.644
C 1.492 2.237 -0.765
O 1.233 1.098 -0.089
C 0.369 2.700 -1.637
C -0.902 2.162 -1.507
C -1.909 2.592 -2.345
C -1.705 3.553 -3.316
C -0.429 4.079 -3.409
C 0.612 3.684 -2.591
N -0.168 5.111 -4.444
O -1.111 5.457 -5.115
O 0.970 5.508 -4.538
N -3.241 1.974 -2.197
O -3.384 1.176 -1.278
O -4.105 2.308 -2.963
H -1.129 1.422 -0.760
H -2.495 3.885 -3.974
H 1.592 4.128 -2.702
*
```